Computed, not measured: a structure of composition C30H27N9O2PdS in a non-equilibrium geometry, with ωB97M-V/def2-TZVPD.

Computed properties:
- ΔE to the lowest compared entry with this formula, charge and spin: 89.28 kJ/mol
- E_HOMO: -7.04 eV
- LUMO: 0.1 eV
- Orbital gap: 0.263 Eh
- 2S+1: 1
- Total charge: 0

Atoms and positions in Å:
Pd (0.60, 0.13, -1.14)
C (-2.26, -4.70, -5.46)
C (-2.00, -3.57, -4.50)
C (-2.80, -2.44, -4.46)
C (-2.52, -1.38, -3.62)
C (-1.43, -1.41, -2.74)
N (-1.16, -0.31, -1.94)
C (-2.19, 0.15, -1.11)
C (-3.18, -0.70, -0.60)
C (-4.18, -0.24, 0.23)
C (-4.23, 1.09, 0.64)
C (-5.28, 1.57, 1.61)
C (-3.24, 1.94, 0.17)
C (-2.26, 1.49, -0.69)
N (-1.28, 2.42, -1.15)
C (-1.42, 3.73, -1.44)
C (-0.18, 4.22, -1.77)
C (0.68, 3.12, -1.67)
N (0.00, 2.05, -1.29)
C (-0.66, -2.57, -2.75)
C (-0.92, -3.61, -3.63)
N (0.40, -2.74, -1.81)
C (0.78, -3.89, -1.22)
C (1.98, -3.66, -0.58)
C (2.27, -2.33, -0.83)
N (1.32, -1.77, -1.60)
H (-3.31, -4.71, -5.77)
H (-2.04, -5.66, -5.02)
H (-1.65, -4.59, -6.36)
H (-3.66, -2.37, -5.12)
H (-3.15, -0.50, -3.63)
H (-3.15, -1.75, -0.87)
H (-4.92, -0.93, 0.60)
H (-6.16, 0.95, 1.56)
H (-5.58, 2.60, 1.39)
H (-4.90, 1.55, 2.63)
H (-3.21, 2.98, 0.50)
H (-2.39, 4.19, -1.41)
H (0.07, 5.22, -2.06)
H (1.74, 3.04, -1.84)
H (-0.26, -4.47, -3.63)
H (0.17, -4.77, -1.30)
H (2.54, -4.35, 0.03)
H (3.09, -1.73, -0.49)
N (1.93, 2.53, 7.14)
C (1.79, 1.87, 5.92)
C (0.64, 2.04, 5.15)
C (0.49, 1.35, 3.96)
C (1.48, 0.48, 3.53)
C (2.62, 0.30, 4.29)
C (2.78, 0.98, 5.48)
S (1.30, -0.32, 1.97)
O (2.21, -1.45, 1.94)
O (-0.11, -0.58, 1.79)
N (1.68, 0.77, 0.84)
C (2.99, 0.90, 0.47)
N (3.98, 0.98, 1.38)
C (5.21, 1.12, 0.91)
C (5.50, 1.22, -0.45)
C (4.42, 1.16, -1.30)
N (3.18, 0.99, -0.86)
H (1.39, 3.37, 7.24)
H (2.87, 2.63, 7.48)
H (-0.14, 2.71, 5.49)
H (-0.40, 1.48, 3.36)
H (3.39, -0.38, 3.93)
H (3.67, 0.83, 6.08)
H (6.00, 1.16, 1.65)
H (6.51, 1.34, -0.81)
H (4.54, 1.22, -2.38)

---

Computed, not measured: a structure of composition C30H28BCo2F3O8 in a non-equilibrium geometry, with ωB97M-V/def2-TZVPD.

Computed properties:
- ΔE to the lowest compared entry with this formula, charge and spin: 0.00 kJ/mol
- E_HOMO: -8.09 eV
- LUMO: -0.6 eV
- Orbital gap: 0.274 Eh
- 2S+1: 1
- Total charge: 0

Atoms and positions in Å:
C (3.94, -2.81, 1.23)
C (3.54, -1.50, 1.89)
C (3.97, -1.47, 3.38)
C (3.89, -0.15, 1.06)
C (5.14, 0.60, 1.52)
C (3.98, -0.38, -0.46)
O (2.80, 0.70, 1.30)
B (2.02, -0.10, 2.11)
C (0.96, 0.44, 3.09)
C (0.13, -0.46, 3.81)
C (-0.63, -0.05, 4.91)
C (-0.57, 1.30, 5.29)
C (-1.35, 1.75, 6.52)
F (-0.71, 2.81, 7.12)
F (-2.64, 2.16, 6.23)
F (-1.45, 0.73, 7.43)
C (0.18, 2.24, 4.56)
C (0.91, 1.81, 3.46)
C (-0.92, 0.24, -0.98)
C (-1.54, 0.62, 0.38)
C (-0.14, -1.15, -0.99)
C (0.80, -1.47, -2.00)
C (0.86, -2.77, -2.52)
C (0.19, -3.79, -1.87)
C (-0.35, -3.55, -0.62)
C (-0.44, -2.23, -0.13)
O (2.14, -1.50, 1.89)
H (5.03, -2.96, 1.16)
H (3.56, -3.67, 1.83)
H (3.52, -2.91, 0.22)
H (5.04, -1.61, 3.56)
H (3.68, -0.53, 3.88)
H (3.48, -2.29, 3.90)
H (6.08, 0.04, 1.45)
H (5.26, 1.48, 0.88)
H (5.02, 0.93, 2.56)
H (4.86, -0.99, -0.73)
H (3.06, -0.86, -0.86)
H (4.09, 0.60, -0.97)
H (0.01, -1.48, 3.47)
H (-1.33, -0.71, 5.44)
H (0.08, 3.30, 4.86)
H (1.38, 2.56, 2.85)
H (-0.13, 0.98, -1.13)
H (-0.98, 1.44, 0.87)
H (-2.54, 0.99, 0.27)
H (-1.57, -0.21, 1.10)
H (1.40, -0.67, -2.46)
H (1.41, -2.93, -3.44)
H (0.17, -4.77, -2.32)
H (-0.81, -4.37, -0.07)
H (-0.87, -2.07, 0.86)
O (-5.75, 1.40, -8.03)
C (-5.06, 1.33, -7.10)
Co (-3.97, 1.23, -5.68)
C (-2.84, 2.63, -5.80)
O (-2.10, 3.51, -5.88)
C (-2.95, 0.05, -6.46)
O (-2.27, -0.72, -6.95)
C (-3.67, 0.28, -3.93)
C (-2.96, 0.79, -2.86)
C (-1.70, 0.32, -2.29)
Co (-4.35, 1.78, -3.24)
C (-3.33, 3.16, -2.86)
O (-2.62, 4.02, -2.60)
C (-5.50, 2.47, -4.48)
O (-6.42, 3.09, -4.77)
C (-5.39, 1.84, -1.74)
O (-6.07, 1.94, -0.82)
H (-3.98, -0.76, -4.06)
H (-0.96, 1.07, -2.72)
H (-1.75, -0.75, -2.47)

---

Computed, not measured: a structure of composition C30H28ClN7O5STi in a non-equilibrium geometry, with ωB97M-V/def2-TZVPD.

Computed properties:
- ΔE to the lowest compared entry with this formula, charge and spin: 111.77 kJ/mol
- E_HOMO (spin up / spin down): 0.24 / 0.24 eV
- LUMO (spin up / spin down): 3.0 / 3.0 eV
- ⟨S²⟩: 2.038
- Orbital gap (spin up / spin down): 0.100 / 0.100 Eh
- 2S+1: 3
- Total charge: -2

Atoms and positions in Å:
Ti (1.30, 0.92, 1.58)
O (-4.87, -0.87, 4.14)
C (-4.49, 0.22, 3.62)
O (-5.18, 1.26, 3.84)
C (-3.25, 0.32, 2.89)
C (-2.82, 1.55, 2.34)
C (-1.53, 1.65, 1.76)
N (-0.71, 0.58, 1.56)
C (-1.16, -0.64, 2.06)
C (-2.38, -0.78, 2.69)
C (-0.17, -1.67, 1.77)
C (-0.55, -3.01, 1.55)
C (0.39, -4.04, 1.48)
C (1.74, -3.61, 1.67)
C (2.06, -2.27, 1.81)
N (1.12, -1.29, 1.87)
C (-0.95, 2.94, 1.48)
C (-1.71, 4.14, 1.44)
C (-1.13, 5.37, 1.48)
C (0.31, 5.34, 1.46)
C (1.00, 4.16, 1.39)
N (0.40, 2.95, 1.41)
H (-3.37, 2.45, 2.48)
H (-2.66, -1.76, 3.07)
H (-1.58, -3.20, 1.46)
H (0.16, -5.11, 1.37)
H (2.55, -4.35, 1.65)
H (3.07, -1.91, 1.84)
H (-2.77, 4.04, 1.26)
H (-1.68, 6.30, 1.52)
H (0.91, 6.25, 1.46)
H (2.09, 4.15, 1.31)
N (1.72, 0.57, -0.58)
C (3.05, 1.05, -1.04)
C (3.81, 1.71, 0.04)
O (4.96, 2.17, -0.19)
N (3.18, 1.68, 1.28)
C (3.92, 2.07, 2.41)
C (3.10, 1.63, 3.62)
O (3.48, 1.54, 4.76)
O (1.76, 1.26, 3.33)
H (1.51, -0.34, -0.94)
H (0.98, 1.11, -0.97)
H (3.00, 1.79, -1.87)
H (3.67, 0.18, -1.35)
H (4.14, 3.16, 2.46)
H (4.91, 1.59, 2.43)
S (1.36, -2.68, -2.64)
C (2.74, -3.13, -3.49)
N (3.09, -2.89, -4.79)
C (4.47, -3.31, -5.10)
C (4.92, -3.97, -3.74)
N (3.80, -3.73, -2.86)
H (2.46, -2.54, -5.52)
H (5.12, -2.50, -5.43)
H (4.59, -3.97, -5.96)
H (5.85, -3.48, -3.40)
H (5.21, -5.02, -3.83)
H (3.72, -4.03, -1.90)
Cl (-4.72, 2.89, -1.95)
C (-5.07, 1.23, -1.81)
C (-6.24, 0.79, -1.21)
C (-6.57, -0.59, -1.25)
C (-5.69, -1.55, -1.70)
C (-4.49, -1.15, -2.27)
C (-4.10, 0.24, -2.31)
C (-2.88, 0.59, -2.87)
H (-6.89, 1.44, -0.67)
H (-7.52, -0.92, -0.86)
H (-5.88, -2.59, -1.50)
H (-3.73, -1.85, -2.65)
H (-2.50, 1.60, -2.87)
H (-2.37, -0.14, -3.48)